1.
Computed, not measured: a molecular structure, C17H10BF4N4O2RuS2, with ωB97M-V with the def2-TZVPD basis set.

E_tot   -2339.1424 Ha
HOMO-LUMO gap (alpha / beta)   6.34 / 6.64 eV
E_HOMO (alpha / beta)   -8.556 / -9.292 eV
Net charge   0
Multiplicity   2

Positions of all 41 atoms, in Å:
Ru: -1.3162 -0.1960 0.0157
O: 3.9928 -0.3706 -5.4245
C: 4.4395 -0.2187 -4.1633
O: 5.6144 -0.1510 -3.9511
C: 3.4180 -0.1417 -3.0578
C: 2.0475 -0.2432 -3.2442
C: 1.1818 -0.1887 -2.1637
C: 1.6699 -0.0530 -0.8757
C: 3.0446 0.0932 -0.6912
C: 3.9033 0.0395 -1.7696
N: 0.7435 -0.0592 0.2211
C: 1.1513 -0.2235 1.4082
C: 0.2080 -0.1338 2.5250
C: 0.6238 -0.2532 3.8348
C: -0.3236 -0.1983 4.8467
C: -1.6513 -0.0185 4.5150
C: -1.9921 0.0995 3.1739
N: -1.0826 0.0527 2.2095
H: 3.0319 -0.4230 -5.4631
H: 1.6084 -0.3700 -4.2269
H: 0.1202 -0.2697 -2.3283
H: 3.4512 0.2607 0.2968
H: 4.9725 0.1350 -1.6361
H: 2.1843 -0.4887 1.6068
H: 1.6750 -0.3962 4.0524
H: -0.0290 -0.3027 5.8829
H: -2.4198 0.0249 5.2741
H: -3.0183 0.2401 2.8616
S: -3.6295 -0.1274 -0.1374
C: -3.9866 1.5147 -0.2583
C: -5.3795 1.8804 -0.2835
N: -6.4925 2.1691 -0.3029
C: -3.0168 2.4962 -0.3552
S: -1.3598 2.1571 -0.3697
C: -3.3842 3.8851 -0.4656
N: -3.6445 5.0031 -0.5452
F: -1.3493 -2.0364 -1.2012
B: -1.2790 -3.1329 -0.1915
F: -2.5481 -3.6035 0.0110
F: -0.3555 -4.0506 -0.5941
F: -0.8238 -2.4005 0.9647

Atoms 1-6, force components in eV/Å:
Ru -0.7 2.5 2.4
O 0.0 0.0 0.0
C -0.1 0.0 0.0
O 0.1 0.0 0.1
C 0.0 0.0 -0.1
C 0.0 0.0 0.0

---

2.
Computed, not measured: a single C4H7NO2 molecule, with ωB97M-V with the def2-TZVPD basis set.

E_tot   -361.7500 Ha
HOMO-LUMO gap   9.84 eV
SMILES   O=C[C@@H]1NC[C@@H]1O
E_HOMO   -9.260 eV
Net charge   0
Energy above the lowest of the compared OMol25 structures with the same formula, charge and spin   3.559 eV
Multiplicity   1

Positions of all 14 atoms, in Å:
O: -1.7100 -0.6237 1.2083
C: -1.4594 0.4017 0.6081
C: -0.7918 0.4351 -0.6805
N: -0.4486 -0.7719 -1.3772
C: 0.9030 -0.7399 -0.7782
C: 0.6808 0.3770 0.2347
O: 0.9551 -0.1121 1.5144
H: -1.5403 1.4108 1.0556
H: -0.6357 1.3157 -1.3094
H: -0.9970 -1.5336 -0.9815
H: 1.1457 -1.6686 -0.2666
H: 1.6806 -0.4548 -1.4850
H: 1.1075 1.3666 0.1029
H: 1.1099 0.5977 2.1542

Atoms 1-6, force components in eV/Å:
O -0.4 0.3 -0.1
C -1.1 -0.1 -0.3
C 0.8 0.2 1.4
N 0.0 -0.1 0.2
C 0.6 -0.3 -0.2
C 0.7 0.2 -0.7

---

3.
Computed, not measured: a molecular structure, C14H28O21Rb2S3Y, with ωB97M-V with the def2-TZVPD basis set.

E_tot   -3411.3408 Ha
HOMO-LUMO gap   6.30 eV
E_HOMO   -10.210 eV
Net charge   +1
Multiplicity   1

Positions of all 69 atoms, in Å:
Rb: 1.8934 1.6167 -5.1698
Rb: 4.8568 3.9774 -2.9038
Y: 3.3966 1.6984 0.4985
S: 4.5407 4.2497 1.0097
O: 3.5585 5.2940 0.7983
O: 4.5521 3.4278 -0.2260
O: 5.8045 4.9126 1.4259
O: 4.0498 3.2363 1.8999
S: 1.8749 2.2053 -1.8829
O: 2.1390 3.2415 -2.8036
O: 3.0087 1.4233 -1.6525
O: 1.7325 2.7140 -0.5226
O: 0.7249 1.3659 -2.3374
C: -2.2175 1.9926 0.5624
C: -0.7467 2.0070 1.0339
O: -0.6306 1.5230 2.3880
C: 0.5792 1.3485 2.9290
O: 1.6852 1.4674 2.3375
O: 0.3592 0.9579 4.1817
C: 1.4010 0.7970 5.1042
H: -2.9598 2.4625 1.2076
H: -2.5175 0.9511 0.4473
H: -2.3566 2.5278 -0.3769
H: -0.4213 3.0466 1.0718
H: -0.1643 1.4364 0.3105
H: 0.9282 0.5124 6.0442
H: 1.9527 1.7358 5.1524
H: 2.1095 0.0047 4.8624
C: 2.8326 -4.9386 1.7155
C: 1.7115 -3.8183 1.7266
O: 2.1379 -2.4174 1.7210
C: 2.2661 -1.6850 0.5682
O: 2.9484 -0.6051 0.5156
O: 1.8978 -2.3846 -0.5082
C: 2.4017 -2.0206 -1.7717
H: 3.6543 -4.5899 1.0899
H: 2.4298 -5.9164 1.4510
H: 3.3433 -5.0887 2.6667
H: 1.3673 -3.8282 2.7608
H: 0.8760 -3.9869 1.0473
H: 3.4787 -1.8595 -1.7260
H: 1.8563 -1.1414 -2.1147
H: 2.2049 -2.8596 -2.4392
C: -4.2723 -5.0703 0.9993
C: -2.9853 -4.1451 1.1391
O: -2.8997 -3.5589 -0.1612
C: -2.1327 -2.5611 -0.2983
O: -1.2806 -2.1224 0.4628
O: -2.3163 -2.0392 -1.4489
C: -1.5212 -1.0037 -2.0101
H: -4.2165 -5.7078 0.1169
H: -5.1958 -4.4990 0.9058
H: -4.3587 -5.6147 1.9396
H: -2.1193 -4.7152 1.4757
H: -3.1571 -3.3598 1.8752
H: -1.6627 -1.1245 -3.0841
H: -0.4573 -1.1807 -1.8521
H: -1.6235 -0.0304 -1.5302
C: -3.0693 4.0381 -2.5028
C: -2.1252 3.0677 -3.1467
O: -2.4890 1.8309 -2.6255
S: -4.1562 1.7189 -2.6358
O: -4.4755 0.6246 -1.6707
O: -4.6198 1.5333 -4.0525
O: -4.1681 3.3122 -2.0150
H: -3.3704 4.7864 -3.2359
H: -2.5516 4.5605 -1.6983
H: -1.0983 3.1988 -2.8055
H: -2.2175 3.0679 -4.2327

Atoms 1-6, force components in eV/Å:
Rb -0.4 -0.1 0.3
Rb 0.0 0.3 0.6
Y -1.2 0.2 1.9
S 2.1 8.5 0.7
O -0.6 -0.4 -0.2
O 1.7 -2.0 -3.8

---

4.
Computed, not measured: a single C2H5N5 molecule, with ωB97M-V with the def2-TZVPD basis set.

E_tot   -352.9056 Ha
HOMO-LUMO gap   10.82 eV
SMILES   Cc1nnnn1N
E_HOMO   -10.144 eV
Net charge   0
Energy above the lowest of the compared OMol25 structures with the same formula, charge and spin   2.971 eV
Multiplicity   1

Positions of all 12 atoms, in Å:
C: 0.1836 1.5308 -0.5820
C: -0.0351 0.4786 0.4203
N: -0.3618 0.7732 1.6741
N: -0.7109 -0.3926 2.1951
N: -0.6142 -1.3473 1.3805
N: -0.1811 -0.8268 0.1992
N: 0.2918 -1.5476 -0.8469
H: -0.3085 1.5088 -1.6419
H: 1.2366 1.4385 -0.8215
H: -0.0366 2.5217 -0.0072
H: 1.0547 -2.1564 -0.6551
H: -0.5185 -1.9809 -1.3147

Atoms 1-6, force components in eV/Å:
C 0.2 1.8 -0.8
C -1.3 1.4 -0.4
N 0.2 0.0 -1.6
N -0.4 -0.7 1.5
N 0.1 -1.6 -0.4
N 0.4 0.7 2.0

---

5.
Computed, not measured: a molecular structure, C10H12BrLuNP, with ωB97M-V with the def2-TZVPD basis set.

E_tot   -4593.6581 Ha
HOMO-LUMO gap   3.74 eV
E_HOMO   -5.694 eV
Net charge   0
Energy above the lowest of the compared OMol25 structures with the same formula, charge and spin   0.683 eV
Multiplicity   1

Positions of all 26 atoms, in Å:
C: -0.5315 0.2822 -1.8237
C: -1.1860 1.5396 -1.8690
C: -0.2376 2.5542 -1.5116
C: 1.0458 1.9394 -1.3364
C: 0.9077 0.5638 -1.6230
Lu: -0.7361 -0.2512 2.8507
P: -0.1247 -2.4023 1.1774
H: -0.9687 -0.7109 -1.9551
H: -2.2410 1.7139 -2.0909
H: -0.4476 3.6125 -1.3811
H: 1.6808 -0.1831 -1.6317
H: 1.9673 2.4292 -1.0175
H: 1.0491 -2.4428 0.4190
H: -1.0586 -2.8933 0.2357
H: 0.0524 -3.6314 1.8976
Br: -1.4359 -1.6662 4.8445
C: 1.3455 0.2345 3.9072
C: 1.3208 1.5182 4.3679
C: 1.1566 2.5213 3.3442
C: 0.9460 2.0757 2.0318
N: 1.0103 0.7469 1.6755
C: 1.6174 -0.1204 2.5915
H: 1.4841 1.7915 5.4141
H: 1.2450 3.6002 3.5335
H: 0.8046 2.7669 1.2034
H: 2.1201 -1.0307 2.2587

Atoms 1-6, force components in eV/Å:
C 2.2 0.4 0.1
C 0.4 0.7 1.2
C 0.0 -0.9 0.0
C -0.8 -0.4 -0.5
C -2.3 0.0 0.5
Lu -0.6 0.5 0.0

---

6.
Computed, not measured: a single C10H8N2O2 molecule, with ωB97M-V with the def2-TZVPD basis set.

E_tot   -645.7615 Ha
HOMO-LUMO gap   8.63 eV
SMILES   O=c1ncc(Oc2ccccc2)c[nH]1
E_HOMO   -8.962 eV
Net charge   0
Energy above the lowest of the compared OMol25 structures with the same formula, charge and spin   1.558 eV
Multiplicity   1

Positions of all 22 atoms, in Å:
O: 5.0256 0.6636 -0.0158
C: 3.8177 0.3477 -0.1377
N: 2.9083 0.7725 -1.1131
C: 1.6548 0.1685 -1.1165
C: 1.2679 -0.8027 -0.2537
O: 0.0125 -1.3259 -0.4756
C: -1.1315 -0.5651 -0.2245
C: -2.3905 -1.2085 -0.4869
C: -3.4667 -0.3598 -0.1547
C: -3.3571 0.9447 0.3761
C: -2.0873 1.5316 0.4144
C: -0.8916 0.7696 0.0212
C: 2.0739 -1.0095 0.8235
N: 3.3125 -0.6474 0.8187
H: 0.9764 0.6282 -1.9000
H: -2.4132 -2.1171 -0.8440
H: -4.5521 -0.6661 -0.3737
H: -4.3016 1.3095 0.5474
H: -1.9997 2.6218 0.6119
H: 0.1745 1.1325 0.1955
H: 1.4110 -1.4025 1.7493
H: 3.9560 -0.7858 1.5380

Atoms 1-6, force components in eV/Å:
O -3.4 -0.6 -0.3
C 2.0 -0.1 -0.6
N -1.7 -1.6 1.2
C 4.1 3.4 -2.7
C -1.1 0.1 -0.4
O -0.3 -1.3 0.9

---

7.
Computed, not measured: 2 unconnected molecules or ions with the total composition C23H26O4, with ωB97M-V with the def2-TZVPD basis set.

E_tot   -1192.8582 Ha
HOMO-LUMO gap   2.83 eV
E_HOMO   -5.671 eV
Net charge   0
Energy above the lowest of the compared OMol25 structures with the same formula, charge and spin   4.609 eV
Multiplicity   1

Positions of all 53 atoms, in Å:
C: -1.0810 0.4733 7.1465
O: -0.2383 1.2675 6.2768
C: -0.5795 1.3167 4.9640
C: 0.2450 2.0908 4.1047
C: -0.0266 2.1223 2.7605
C: -1.1365 1.4168 2.1822
C: -1.2750 1.4658 0.7725
C: -2.2133 0.8523 -0.0949
C: -2.1855 1.2403 -1.4784
C: -3.0707 0.7387 -2.3993
C: -4.0621 -0.1885 -1.9818
O: -4.9206 -0.6504 -2.9264
C: -5.9431 -1.5788 -2.4908
C: -4.1108 -0.6060 -0.6284
C: -3.1755 -0.1327 0.2734
C: -2.0119 0.7517 3.0917
C: -1.7098 0.6442 4.4372
H: -0.6494 0.6118 8.1344
H: -2.1237 0.8289 7.1287
H: -1.0553 -0.5897 6.8580
H: 1.0853 2.6294 4.5398
H: 0.6114 2.7015 2.0924
H: -0.5666 2.1268 0.2730
H: -1.4217 1.9513 -1.7924
H: -3.0429 1.0299 -3.4479
H: -6.4860 -1.8217 -3.4004
H: -5.4993 -2.4873 -2.0530
H: -6.6141 -1.1107 -1.7529
H: -4.8764 -1.3168 -0.3050
H: -3.1960 -0.5631 1.2667
H: -2.9479 0.3165 2.7674
H: -2.3495 0.0538 5.0990
C: 5.2697 -1.7199 -3.3403
C: 4.0102 -1.1170 -2.7140
C: 2.7778 -1.8427 -3.2634
C: 4.0667 -1.2788 -1.1871
C: 2.9444 -0.5304 -0.4151
O: 2.5578 -0.9501 0.6817
C: 2.3974 0.6387 -1.0387
C: 2.7925 1.1418 -2.3216
O: 2.2682 2.1311 -2.8501
C: 3.9279 0.3773 -3.0561
H: 6.1691 -1.2227 -2.9593
H: 5.3504 -2.7883 -3.1091
H: 5.2596 -1.6095 -4.4307
H: 1.8579 -1.4387 -2.8328
H: 2.7315 -1.7339 -4.3536
H: 2.8351 -2.9113 -3.0240
H: 4.0203 -2.3495 -0.9432
H: 5.0452 -0.9096 -0.8394
H: 1.6570 1.2012 -0.4782
H: 4.8946 0.8409 -2.8010
H: 3.7939 0.4870 -4.1412

Atoms 1-6, force components in eV/Å:
C 0.1 0.1 -0.3
O -0.7 -0.2 -0.9
C 0.2 -0.1 0.2
C -0.3 -0.3 0.4
C -0.2 -0.2 -0.3
C 0.0 0.2 0.4

---

8.
Computed, not measured: 3 unconnected molecules or ions with the total composition C22H39N5O3, with ωB97M-V with the def2-TZVPD basis set.

E_tot   -1361.1490 Ha
HOMO-LUMO gap   8.90 eV
SMILES   CC(=O)NCCCCc1cnc2ccccc2n1.COC[C@@H](C)N.COC[C@@H](C)N
E_HOMO   -8.615 eV
Net charge   0
Energy above the lowest of the compared OMol25 structures with the same formula, charge and spin   0.000 eV
Multiplicity   1

Positions of all 69 atoms, in Å:
C: -0.0573 1.6963 0.5458
C: 0.5406 0.5148 1.2721
O: -0.1148 -0.4761 1.4479
N: 1.8635 0.5980 1.7440
C: 1.9614 0.4525 3.2219
C: 3.3628 -0.0490 3.6197
C: 3.3188 -1.1004 4.7455
C: 3.6406 -2.5209 4.2923
C: 2.7982 -2.9622 3.1249
C: 1.7282 -3.8652 3.3261
N: 0.9474 -4.3051 2.3813
C: 1.2302 -3.8138 1.1405
C: 0.4501 -4.2247 0.0375
C: 0.6961 -3.7381 -1.2218
C: 1.7308 -2.8043 -1.4407
C: 2.5071 -2.4114 -0.3806
C: 2.2786 -2.9089 0.9200
N: 3.0878 -2.4968 1.9384
H: 0.5694 2.5805 0.6005
H: -1.0173 1.9046 1.0021
H: -0.1967 1.3978 -0.4869
H: 2.2172 1.5061 1.4703
H: 1.7861 1.4270 3.6737
H: 1.2211 -0.2649 3.5493
H: 3.9104 0.8080 4.0118
H: 3.9016 -0.3859 2.7458
H: 4.0556 -0.8226 5.4964
H: 2.3541 -1.0543 5.2456
H: 4.6835 -2.6368 4.0163
H: 3.4434 -3.2056 5.1155
H: 1.5409 -4.2161 4.3327
H: -0.3486 -4.9349 0.1855
H: 0.0968 -4.0650 -2.0571
H: 1.9149 -2.3920 -2.4193
H: 3.3115 -1.7101 -0.5317
C: -3.6146 5.7581 4.3199
O: -4.3453 4.5753 4.0572
C: -5.0445 4.5538 2.8285
C: -4.1922 4.1819 1.6066
C: -3.2824 5.3068 1.1216
N: -3.3815 2.9833 1.8408
H: -4.1250 6.6417 3.9259
H: -2.6043 5.7040 3.9072
H: -3.5296 5.8582 5.4016
H: -5.8135 3.7863 2.9486
H: -5.5661 5.5073 2.6709
H: -4.8903 3.9568 0.7950
H: -2.4004 5.4188 1.7519
H: -2.9292 5.0935 0.1128
H: -3.8106 6.2620 1.0983
H: -3.9931 2.1996 2.0517
H: -2.8625 3.1297 2.7032
C: 2.1088 -1.5918 -6.4077
O: 1.1517 -1.3131 -5.4028
C: -0.0671 -0.7622 -5.8620
C: -1.0732 -1.7859 -6.4074
C: -0.7341 -2.3066 -7.8009
N: -1.2481 -2.9266 -5.5033
H: 2.0699 -0.8553 -7.2153
H: 1.9756 -2.5952 -6.8185
H: 3.0940 -1.5498 -5.9437
H: -0.5148 -0.2858 -4.9859
H: 0.1270 0.0333 -6.5940
H: -2.0349 -1.2694 -6.4793
H: 0.0641 -3.0479 -7.7768
H: -1.6054 -2.7905 -8.2414
H: -0.4286 -1.4947 -8.4641
H: -1.5882 -2.5938 -4.6053
H: -0.3259 -3.3022 -5.2983

Atoms 1-6, force components in eV/Å:
C 0.6 -0.2 0.0
C 0.3 0.0 -0.1
O -0.5 -0.7 0.4
N -0.9 0.9 0.2
C 1.1 -0.5 -0.8
C -0.3 0.6 0.8

---

9.
Computed, not measured: a molecular structure, C25H21AuN2O7, with ωB97M-V with the def2-TZVPD basis set.

E_tot   -1736.6723 Ha
HOMO-LUMO gap (alpha / beta)   6.85 / 5.64 eV
E_HOMO (alpha / beta)   -7.924 / -8.435 eV
Net charge   0
Multiplicity   3

Positions of all 56 atoms, in Å:
C: 0.5124 -1.8460 1.5066
C: -0.8182 -1.9853 1.0181
C: -0.7643 -2.1011 -0.4036
H: -1.7844 -2.0402 1.5231
C: 0.6380 -2.0632 -0.8070
C: 1.3960 -1.8401 0.4112
H: 2.4699 -1.7885 0.5396
H: 0.9120 -1.6989 2.5166
H: -1.6161 -2.4211 -0.9936
H: 1.0405 -2.3972 -1.7579
C: -0.9441 2.0916 0.1164
C: -0.5814 1.8932 1.4897
C: 0.8386 1.7091 1.5287
H: -1.3267 2.1570 2.2544
C: 1.3745 1.9096 0.2398
C: 0.2671 2.2066 -0.6727
H: 0.3585 2.6766 -1.6484
H: -1.9526 2.4081 -0.1279
H: 1.4228 1.3253 2.3587
H: 2.4408 1.9875 0.0234
Au: 0.1179 0.0460 -0.6958
O: -0.2654 -0.1209 -3.9871
C: -1.3870 -0.8507 -4.5056
C: -0.0601 -0.8877 -5.2435
H: -1.6441 -1.7343 -3.9175
H: -2.1967 -0.2831 -4.9773
H: 0.5007 -1.8186 -5.1187
H: 0.8456 -1.8895 -7.5736
C: 0.6008 -0.8291 -7.6667
C: 0.1270 -0.1499 -6.5141
C: -0.2411 1.2055 -6.6356
H: -0.6162 1.7481 -5.7633
C: -0.0859 1.8687 -7.8567
H: -0.3425 2.9310 -7.9178
C: 0.3990 1.1911 -8.9879
H: 0.5090 1.7209 -9.9383
C: 0.7371 -0.1697 -8.8889
H: 1.1076 -0.7077 -9.7686
O: -2.7557 -0.4597 3.4875
C: -1.5592 -0.1204 3.4299
O: -0.8673 0.0123 2.3572
C: -0.7724 0.1253 4.7082
C: 0.4311 0.8216 4.9221
C: 1.0653 0.7285 6.1825
C: 0.5215 0.0302 7.2583
C: -0.6024 -0.7589 6.9853
C: -1.1945 -0.7550 5.7136
N: -1.2288 -1.6492 7.9525
O: -0.8297 -1.7859 9.1357
O: -2.2043 -2.2839 7.4977
N: 2.3851 1.3408 6.4028
O: 2.9465 1.9700 5.4882
O: 2.9084 1.1795 7.5218
H: 0.8376 1.4576 4.1438
H: 0.9997 0.0127 8.2420
H: -2.0699 -1.3188 5.4124

Atoms 1-6, force components in eV/Å:
C 0.7 -0.7 -0.4
C 0.6 -0.5 0.8
C 1.5 -0.1 -1.1
H 0.7 0.1 0.2
C -1.3 0.2 -0.1
C -0.7 -1.2 1.5